# 1
Here is an isolated molecule of C23H26N4O2S from OMol25. Energies are from ωB97M-V with the def2-TZVPD basis set.

The geometry in XYZ format:
```
56
C23H26N4O2S | OMol25 | ωB97M-V with the def2-TZVPD basis set
N 4.84845 0.84634 0.01102
C 7.28439 1.00543 0.04111
H 2.70406 0.38525 -1.52115
H 9.87282 -0.60338 1.50017
H 3.70652 2.45400 -0.62217
C -0.51657 -0.21306 0.75470
C -4.18884 -1.01542 0.57315
C -7.57784 2.16817 -1.26158
H 5.96036 2.03366 1.38383
H 3.91710 -1.59433 -0.62479
H 10.52043 -0.75269 -0.90684
H 1.53561 1.26430 -0.52340
N -5.00540 -1.14627 -0.50607
N -7.19817 0.88666 -1.46578
H 4.56226 -0.02214 1.92402
C -2.14733 -2.15253 -0.37835
C -4.60208 -1.00470 -1.88386
H 7.75394 0.55332 2.09069
C 4.77111 -0.31433 0.87545
S -7.16304 1.25516 1.06827
C 9.24675 -0.17613 0.72966
C -7.62279 2.55406 0.04047
H -0.32211 -3.05545 -1.04511
C 8.76643 0.31521 -1.54409
C 0.05704 -1.26404 0.04395
H 9.00390 0.28694 -2.59987
C -2.72198 -1.09506 0.32431
H -7.89453 3.50686 0.44666
C 2.33536 -0.55010 0.36732
N 7.64171 0.93132 -1.23336
C 3.68413 -1.26511 0.38761
H 0.09135 0.55329 1.20871
H -6.61938 -1.52351 0.72862
H 5.73472 -0.82749 0.85134
H -5.23115 -0.24995 -2.36239
H -2.33076 0.65898 1.47093
O -4.63706 -0.87945 1.69891
H 5.91811 2.57909 -0.31864
H -3.56232 -0.69340 -1.94552
C 2.46948 0.70020 -0.50376
C 8.06541 0.46646 1.06017
O 1.38300 -1.46256 -0.15468
C -6.44092 -1.12368 -0.27201
C -1.89011 -0.14603 0.90198
H -7.81506 2.78241 -2.11101
C -0.77999 -2.23658 -0.51300
C 5.98129 1.70171 0.32887
C 3.59884 1.57908 0.02294
H -6.92595 -1.74802 -1.02692
C 9.60927 -0.26019 -0.60492
C -6.95605 0.27248 -0.35908
H 3.34571 1.93319 1.04192
H 3.63146 -2.14133 1.03473
H -4.72634 -1.95093 -2.41784
H 2.06159 -0.27024 1.39553
H -2.77473 -2.92322 -0.80054
```

Total charge ... 0
HOMO energy ... -8.505 eV
Largest force on an atom ... 0.88 eV Å⁻¹
Total energy ... -1659.7427 hartree
Lowest unoccupied orbital energy ... 0.777 eV
SMILES ... CN(Cc1nccs1)C(=O)c1ccc(OC2CCN(Cc3ccccn3)CC2)cc1
Energy relative to the best compared isomer or geometry (same formula, charge and spin) ... 48.6 kcal per mole
Frontier orbital gap ... 9.282 eV

***

# 2
Here is a structure of composition C23H26N4O4PSeV from OMol25. Energies are from ωB97M-V with the def2-TZVPD basis set.

The geometry in XYZ format:
```
60
C23H26N4O4PSeV | OMol25 | ωB97M-V with the def2-TZVPD basis set
C -0.81400 -1.12517 -3.82270
C 0.62213 -2.97089 4.86650
C -0.12848 -1.97131 2.35140
H -1.28754 -3.94363 4.95596
C -3.17110 0.30272 -2.99914
H 0.98850 -1.93834 -0.94332
C 1.62001 2.00189 1.49756
H 2.46073 -1.88874 4.51255
N 1.55173 0.92395 0.52960
C -0.81469 1.66687 -0.92017
H -2.78754 0.89028 0.87721
H 2.51168 1.93042 2.12198
H -2.36583 -3.37384 -2.21220
N -2.19674 -3.03988 2.59828
H -1.31469 -1.28832 -4.77820
C -2.99332 -2.53091 -2.50007
H -0.25941 -0.18759 -3.89852
C 1.49075 -2.13348 4.09962
O -1.35566 -0.84453 -1.14225
C -0.60409 -3.31231 4.40594
H 3.26932 -0.59675 -1.69091
N 1.26787 -0.96538 -1.04253
C -1.59656 3.81628 -2.50068
H -3.91390 0.50395 -2.22791
C 0.36599 1.90570 2.32637
C -1.01617 -2.81038 3.13493
H -4.03534 4.76096 -1.95375
C -3.04164 1.72554 0.23785
C 1.14538 -1.63843 2.87810
H 1.03645 1.77614 -2.01875
H -5.61912 3.85625 -0.29716
Se -2.32293 -2.25088 1.04713
C 0.03278 2.16322 -1.88115
H 1.64159 2.98360 1.01225
O 3.84511 0.96345 0.43456
H 0.30938 3.62541 -3.44137
H -3.83500 -2.45170 -1.81206
C 2.69240 -0.75001 -0.77945
O 0.04007 2.41565 3.32825
C -4.27541 2.30441 0.36931
H 3.12752 -1.59962 -0.25311
H 0.96724 -3.32775 5.82637
H -3.67783 -0.04664 -3.90164
C 2.80732 0.46885 0.10487
P -2.04721 -1.00449 -2.51218
V -0.11295 0.14762 0.18621
C -2.10526 2.22181 -0.70255
C -4.64359 3.40756 -0.42333
H -3.38802 -2.70879 -3.50177
H -1.90385 4.66343 -3.10055
O -0.49768 0.99814 1.65034
H -0.13327 -1.96004 -3.65278
C -2.48723 3.32920 -1.51450
H -4.97479 1.91702 1.09836
C -3.76617 3.90933 -1.34233
N -0.63876 -1.58615 1.18110
H 1.01976 -0.68840 -1.98876
H 1.82969 -1.01153 2.32202
H -2.63074 1.21862 -3.23136
C -0.37204 3.24167 -2.69427
```

Total charge ... +2
HOMO energy ... -13.998 eV
Largest force on an atom ... 0.54 eV Å⁻¹
Total energy ... -5098.3556 hartree
Lowest unoccupied orbital energy ... -8.209 eV
Energy relative to the best compared isomer or geometry (same formula, charge and spin) ... 0.9 kcal per mole
Frontier orbital gap ... 5.789 eV

***

# 3
Here is an isolated molecule of C23H26N4O4S from OMol25. Energies are from ωB97M-V with the def2-TZVPD basis set.

The geometry in XYZ format:
```
58
C23H26N4O4S | OMol25 | ωB97M-V with the def2-TZVPD basis set
C 4.95645 0.76606 2.48881
C -4.21436 0.44985 2.00996
C -2.25082 1.24506 0.75678
H 6.14386 -1.46830 2.43032
C 3.59897 2.18227 -0.83331
H -8.31221 0.46705 -0.80695
O -7.09293 -0.36612 -2.24245
C -7.08113 -1.06161 0.07949
H -2.46088 -0.62429 1.55849
C 0.58861 -0.74199 -0.78712
C -0.65566 -0.43723 -0.27846
C 2.92816 -0.11085 -1.32995
H -6.72385 -2.07590 -0.17636
H -1.43664 -1.18221 -0.29770
C 7.01058 -2.60363 -0.62177
N 2.34127 2.43412 -0.37524
C 6.22671 -1.49196 1.35516
H 5.96274 0.81223 2.91552
H -4.36320 0.71013 -0.63243
H -7.72049 -1.12783 0.96264
S 4.68511 3.41875 -0.83538
H -5.42582 0.54807 -2.89643
H 2.16892 3.37969 -0.05807
O -2.69545 2.36578 0.60665
C -7.89056 -0.50819 -1.09266
O 3.22562 -1.19482 -1.78115
H -6.38465 1.49635 -1.72117
C -5.23124 -0.59345 1.53389
H 5.19931 0.23244 -2.71795
C -5.14877 -0.01877 -0.82331
H -0.14784 2.80678 0.54290
H 4.45618 1.72028 2.65037
N -2.90809 0.26792 1.41972
C 1.33587 1.50675 -0.32466
O 4.99391 0.59148 1.09495
H -4.55470 1.45074 1.73821
H 4.38589 -0.02968 2.97995
C -6.01050 0.49427 -1.97678
N 3.86166 0.91926 -1.28174
H 0.81404 -1.72078 -1.18189
H -4.68881 -0.98240 -1.11219
H 6.52967 -1.64521 -2.47126
C 0.07552 1.81444 0.18129
H 5.82519 1.46599 -1.58694
C 5.78541 -0.53617 -0.81545
C 5.21714 0.56116 -1.67564
C -0.91187 0.84385 0.21844
H -8.69865 -1.19172 -1.35899
H 7.32012 -3.32203 1.37050
C 5.67106 -0.48107 0.58184
N -5.97346 -0.16460 0.36522
H -5.96170 -0.75028 2.33158
C 6.89424 -2.54523 0.75305
C 1.59673 0.21900 -0.80663
H 7.52751 -3.42570 -1.09184
H -4.71064 -1.55619 1.36171
C 6.45119 -1.60140 -1.39562
H -4.12275 0.38977 3.10002
```

Total charge ... 0
HOMO energy ... -8.401 eV
Largest force on an atom ... 0.81 eV Å⁻¹
Total energy ... -1810.2637 hartree
Lowest unoccupied orbital energy ... -0.184 eV
SMILES ... COc1ccccc1Cn1c(=S)[nH]c2cc(C(=O)NCCN3CCOCC3)ccc2c1=O
Energy relative to the best compared isomer or geometry (same formula, charge and spin) ... 22.9 kcal per mole
Frontier orbital gap ... 8.218 eV

***

# 4
Here is an isolated molecule of C23H26N4O5 from OMol25. Energies are from ωB97M-V with the def2-TZVPD basis set.

The geometry in XYZ format:
```
58
C23H26N4O5 | OMol25 | ωB97M-V with the def2-TZVPD basis set
C -0.85164 -3.23590 -0.53611
N 2.17139 1.02277 0.81152
H -1.67628 -2.16899 -2.66190
C -2.78666 -1.03366 1.16256
C 4.57749 0.70927 0.45476
N -0.72050 0.79032 1.73024
C -4.11419 0.85814 0.32060
H -3.10182 0.17757 -3.21676
H -2.56321 2.77967 -2.71066
C -0.80712 -1.58342 -2.35517
C -1.94090 1.93911 -2.48490
H 5.35522 1.38688 0.10701
H -1.25484 3.34395 1.02486
C -3.24535 3.08213 0.33177
C 3.00678 -0.00430 -1.25281
H -4.88631 0.13365 0.11303
C 3.59435 -1.25693 -0.61094
C -0.35572 -3.49200 0.87843
H 5.68992 -0.75637 -0.69545
H 2.91792 -1.64600 0.15271
H 0.27101 -1.51217 -0.54871
O 0.61489 -0.96679 2.21042
H 3.20414 2.08260 -0.59552
H -3.36217 4.13262 0.11296
C 3.22246 1.07151 -0.18326
C -0.72154 1.96193 -1.88811
O 1.29366 3.08806 0.47925
O -3.67422 -1.84431 1.03149
C 0.33202 1.67984 2.19290
N -0.39616 -2.07136 -1.05620
C -4.28237 2.19831 0.05777
H -2.27925 -3.30492 1.84907
H -0.11364 2.59489 2.58224
C -1.88290 1.28543 1.16463
H 1.95813 -0.09657 -1.52600
H -0.11280 2.75635 -1.50402
O -1.59674 -3.97697 -1.13363
H -0.87427 -2.92489 2.89467
O -0.23481 0.71266 -1.76890
H 3.78277 -2.05043 -1.33227
C 1.31995 2.02225 1.06084
H 0.00146 -1.74474 -3.08399
C -1.29709 -2.83018 1.89132
C -2.22386 0.57576 -2.75247
C 4.88176 -0.74086 0.03617
H 0.86656 1.16695 2.99667
C -2.92170 0.39234 0.87543
H 5.18600 -1.35416 0.88254
N -1.52487 -1.41408 1.62236
C -1.15100 -0.13207 -2.30384
H 2.06749 0.16199 1.33693
C -2.05454 2.63943 0.86968
C -0.48339 -0.55431 1.86735
H -0.36239 -4.56581 1.06253
H 4.51410 0.80796 1.53812
H -5.20639 2.55950 -0.36527
H 0.65617 -3.10875 1.01009
H 3.57498 0.25707 -2.14604
```

Total charge ... 0
HOMO energy ... -8.559 eV
Largest force on an atom ... 0.96 eV Å⁻¹
Total energy ... -1487.3824 hartree
Lowest unoccupied orbital energy ... 0.253 eV
SMILES ... O=C(CCn1c(=O)c2ccccc2n(CC(=O)NC2CCCC2)c1=O)NCc1ccco1
Energy relative to the best compared isomer or geometry (same formula, charge and spin) ... 12.9 kcal per mole
Frontier orbital gap ... 8.813 eV